Entry 1:
ORCA calculation (ωB97M-V/def2-TZVPD) on a molecular structure, C33H70N8O6S2.

Net charge: 0

Each line ends with the Mulliken charge.
Positions of all 119 atoms, in Å:
C -1.256 2.194 6.005  -1.112
C -0.255 1.161 6.589  -0.422
S -0.936 -0.542 6.512  0.143
C 0.034 -1.459 5.266  -0.947
C -0.445 -1.264 3.812  0.309
C 0.501 -1.151 2.816  -0.074
O 1.811 -1.186 3.210  -0.541
C 2.616 -0.167 2.579  -0.449
C 1.979 1.255 2.576  0.064
N 2.938 2.356 2.655  -0.309
C 4.032 2.258 1.692  -1.012
C 3.580 2.321 0.203  0.080
C 2.411 3.302 -0.066  -1.000
O 3.232 1.051 -0.369  -0.235
C 0.090 -1.007 1.417  -0.317
C -1.219 -0.938 1.063  -0.287
N -1.617 -0.755 -0.310  -0.606
C -1.774 0.515 -0.495  0.470
C -3.096 1.253 -0.205  -1.150
C -0.624 1.415 -0.991  0.197
C -2.265 -1.050 2.077  0.996
N -3.569 -1.010 1.935  -0.625
S -4.273 -1.188 3.390  0.092
N -2.911 -1.343 4.288  -0.385
C -1.857 -1.233 3.499  0.315
H -2.127 2.277 6.678  0.367
H -0.728 3.167 5.964  0.377
H -1.580 1.933 4.982  0.196
H 0.684 1.163 6.009  0.279
H -0.071 1.371 7.656  0.405
H 1.101 -1.233 5.396  0.351
H -0.103 -2.531 5.501  0.348
H 3.543 -0.095 3.184  0.407
H 2.927 -0.538 1.589  -0.055
H 1.334 1.355 1.682  -0.425
H 1.306 1.351 3.451  0.400
H 3.255 2.521 3.602  0.367
H 4.673 3.150 1.850  0.548
H 4.704 1.383 1.843  0.335
H 4.458 2.696 -0.366  0.588
H 2.832 4.259 -0.412  0.415
H 1.705 3.395 0.771  0.311
H 1.836 2.882 -0.914  -0.022
H 4.050 0.541 -0.450  0.164
H 0.884 -0.932 0.663  0.765
H -3.146 2.228 -0.721  0.408
H -3.121 1.451 0.884  0.214
H -3.969 0.632 -0.448  0.351
H -1.001 2.441 -1.160  0.465
H -0.177 1.014 -1.930  0.042
H 0.117 1.469 -0.174  -0.644
C -5.626 -1.345 9.461  -1.548
C -4.862 -1.464 8.145  0.439
C -5.220 -2.723 7.335  -0.387
O -4.649 -3.923 7.826  -0.424
C -5.343 -4.513 8.909  -0.656
N -3.425 -1.389 8.418  -0.555
H -5.232 -2.009 10.231  0.281
H -5.548 -0.329 9.850  0.387
H -6.686 -1.570 9.324  0.348
H -5.136 -0.599 7.532  0.413
H -4.815 -2.599 6.327  0.015
H -6.308 -2.832 7.225  0.480
H -6.424 -4.366 8.831  0.298
H -4.977 -4.120 9.860  0.229
H -5.137 -5.585 8.895  0.264
H -2.924 -1.367 7.530  -0.021
H -3.148 -2.278 8.830  0.303
C 0.856 1.133 -5.763  -2.021
C 1.424 1.489 -4.392  1.233
C 2.551 2.535 -4.445  -0.858
O 3.802 2.034 -4.881  -0.402
C 3.941 1.922 -6.286  -0.666
N 1.862 0.259 -3.719  -0.526
H 1.513 0.468 -6.325  0.137
H -0.097 0.618 -5.654  0.491
H 0.681 2.029 -6.361  0.290
H 0.605 1.921 -3.808  0.388
H 2.722 2.896 -3.426  0.203
H 2.257 3.409 -5.041  0.479
H 3.412 2.720 -6.814  0.285
H 3.592 0.946 -6.630  0.247
H 5.003 1.995 -6.524  0.278
H 2.149 0.487 -2.768  0.076
H 2.728 -0.034 -4.166  0.349
C -3.890 2.411 -9.575  -1.400
C -3.619 2.831 -8.134  0.327
C -2.133 2.770 -7.742  -0.753
O -1.638 1.464 -7.501  -0.216
C -1.285 0.740 -8.666  -0.819
N -4.449 2.018 -7.238  -0.744
H -3.852 1.329 -9.707  0.281
H -4.887 2.732 -9.878  0.353
H -3.171 2.866 -10.259  0.344
H -3.936 3.874 -8.035  0.407
H -2.013 3.305 -6.795  0.319
H -1.504 3.290 -8.477  0.443
H -0.876 1.391 -9.444  0.358
H -2.145 0.187 -9.050  0.249
H -0.523 0.011 -8.387  0.277
H -4.345 2.364 -6.288  0.272
H -4.036 1.088 -7.202  0.333
C 3.741 -2.452 -2.750  -0.779
C 5.014 -3.279 -2.620  0.415
C 4.790 -4.660 -1.983  -0.801
O 4.606 -4.637 -0.578  -0.417
C 3.294 -4.309 -0.153  -0.321
N 6.015 -2.499 -1.881  -0.712
H 3.430 -2.016 -1.800  -0.164
H 3.899 -1.623 -3.442  0.095
H 2.917 -3.055 -3.137  0.394
H 5.396 -3.448 -3.632  0.412
H 5.691 -5.258 -2.148  0.362
H 3.966 -5.197 -2.471  0.400
H 2.533 -4.695 -0.838  0.317
H 3.185 -3.227 -0.041  -0.090
H 3.137 -4.759 0.827  0.299
H 6.895 -3.007 -1.880  0.271
H 5.735 -2.502 -0.902  0.294

Entry 2:
ORCA calculation (ωB97M-V/def2-TZVPD) on 3 unconnected molecules or ions with the total composition C33H71BFN12O6P2.

Net charge: +1

Each line ends with the Mulliken charge.
Positions of all 126 atoms, in Å:
C -0.421 -3.784 1.676  -1.121
C 0.164 -2.669 2.545  -0.270
C -0.395 -1.286 2.093  -0.679
C 0.774 -0.298 1.896  -0.925
C 1.097 -0.160 0.406  0.296
N 2.426 0.386 0.128  1.980
N 2.677 1.617 0.740  -1.212
C 3.309 1.579 1.803  0.692
O 3.882 1.580 2.804  -0.363
C 3.298 -0.128 -0.689  -1.946
N 4.478 0.582 -0.860  0.828
C 5.708 -0.192 -0.691  -1.566
C 5.842 -0.845 0.700  -0.675
C 6.542 -2.205 0.660  -0.446
C 7.866 -2.197 -0.117  -0.889
O 8.069 -3.391 -0.875  -0.414
C 7.374 -3.437 -2.036  0.750
C 6.757 -4.758 -2.365  -1.040
O 7.280 -2.498 -2.774  -0.532
C 4.447 1.544 -1.994  -1.001
C 5.383 1.255 -3.151  0.630
C 5.211 2.336 -4.210  -1.600
F 5.205 -0.009 -3.680  -0.317
N 3.035 -1.330 -1.372  0.707
B 3.224 -2.589 -0.639  0.484
N 3.432 -3.852 -1.264  -0.320
O 3.159 -2.524 0.746  -0.513
C 2.029 -1.298 -2.401  0.762
C 0.886 -2.093 -2.319  -0.220
C -0.065 -2.035 -3.323  -0.951
N 0.010 -1.289 -4.426  -0.594
C 1.132 -0.576 -4.483  -0.820
C 2.147 -0.517 -3.543  -0.426
H 0.003 -4.740 1.979  0.390
H -1.507 -3.803 1.718  0.340
H -0.126 -3.592 0.640  0.106
H -0.107 -2.782 3.592  0.478
H 1.243 -2.651 2.419  0.039
H -0.983 -1.382 1.179  0.481
H -1.050 -0.873 2.856  0.053
H 1.647 -0.540 2.502  0.549
H 0.427 0.681 2.236  0.438
H 0.380 0.549 -0.013  0.209
H 0.911 -1.101 -0.092  -0.408
H 6.574 0.448 -0.829  1.017
H 5.806 -0.981 -1.447  0.835
H 4.885 -0.921 1.214  0.186
H 6.468 -0.195 1.315  0.470
H 5.918 -3.013 0.266  0.104
H 6.771 -2.487 1.689  0.494
H 8.001 -1.322 -0.751  0.442
H 8.687 -2.186 0.595  0.410
H 6.421 -5.295 -1.481  0.309
H 5.902 -4.605 -3.016  0.283
H 7.462 -5.396 -2.899  0.349
H 3.412 1.672 -2.312  0.394
H 4.746 2.518 -1.598  0.401
H 6.412 1.348 -2.796  0.537
H 4.144 2.521 -4.360  0.345
H 5.612 3.269 -3.819  0.433
H 5.680 2.054 -5.146  0.380
H 2.876 -4.546 -0.773  0.201
H 3.137 -3.886 -2.234  0.266
H 3.899 -2.985 1.158  0.306
H 0.713 -2.740 -1.468  0.343
H -0.957 -2.640 -3.216  0.397
H 1.259 0.022 -5.379  0.463
H 3.007 0.102 -3.720  0.641
O -3.372 1.751 -2.118  -0.880
P -2.945 2.743 -3.145  0.716
N -1.548 3.432 -2.415  0.256
C -1.280 4.841 -2.212  -0.995
C -0.484 2.510 -2.070  -1.128
N -4.279 3.801 -3.154  0.161
C -4.173 5.248 -3.249  -1.005
C -5.390 3.453 -2.268  -1.021
N -2.557 3.179 -4.771  0.064
C -3.424 2.419 -5.716  -1.074
C -1.174 2.988 -5.219  -1.133
H -1.488 5.441 -3.102  0.329
H -0.223 5.006 -1.996  0.359
H -1.853 5.255 -1.376  0.296
H 0.035 2.111 -2.958  0.230
H -0.880 1.654 -1.513  0.260
H 0.268 2.990 -1.442  0.510
H -3.886 5.706 -2.296  0.315
H -5.140 5.669 -3.534  0.383
H -3.474 5.556 -4.024  0.265
H -5.159 3.657 -1.216  0.314
H -5.658 2.406 -2.365  0.303
H -6.271 4.036 -2.544  0.344
H -3.219 1.345 -5.674  0.364
H -3.261 2.756 -6.738  0.379
H -4.474 2.572 -5.474  0.337
H -0.847 1.950 -5.098  0.396
H -0.478 3.632 -4.684  0.223
H -1.081 3.262 -6.270  0.431
O -3.593 -2.011 4.954  -0.907
P -4.546 -0.870 5.151  0.897
N -5.454 -1.401 6.499  0.083
C -6.890 -1.569 6.568  -0.959
C -4.714 -1.592 7.738  -1.005
N -5.400 -1.061 3.666  0.176
C -6.844 -0.961 3.532  -1.066
C -4.912 -2.094 2.756  -0.718
N -5.091 0.777 5.192  0.027
C -4.217 1.625 4.334  -1.159
C -5.176 1.465 6.489  -1.033
H -7.436 -0.718 6.149  0.335
H -7.218 -1.638 7.605  0.380
H -7.225 -2.477 6.057  0.263
H -4.390 -0.640 8.183  0.275
H -3.818 -2.196 7.569  0.272
H -5.316 -2.110 8.482  0.404
H -7.356 -1.866 3.878  0.326
H -7.108 -0.820 2.481  0.381
H -7.245 -0.098 4.059  0.286
H -5.169 -3.103 3.100  0.299
H -3.835 -2.035 2.634  -0.009
H -5.354 -1.946 1.768  0.360
H -3.198 1.685 4.732  0.354
H -4.614 2.637 4.265  0.387
H -4.163 1.216 3.326  0.353
H -4.222 1.490 7.024  0.356
H -5.922 1.009 7.136  0.305
H -5.498 2.492 6.320  0.362

Number 1: HOMO level -7.86 eV, orbital gap 7.60 eV. Number 2: HOMO level -9.67 eV, orbital gap 6.26 eV.